(A)
Density functional theory data (ωB97M-V/def2-TZVPD) for one molecule with the formula C4H6N2S.

As for the structure (SMILES): S=CC1=NNCC1. The calculation puts the orbital gap at 8.1 eV. As for the LUMO energy: -0.74 eV.

Structure (ORCA input):
```
! wB97M-V def2-TZVPD RIJCOSX def2/J DEFGRID3
* xyz 0 1
S 0.156 1.476 2.077
C 0.196 1.370 0.463
C 0.063 0.141 -0.288
N 0.003 0.221 -1.566
N 0.014 -1.080 -2.103
C -0.441 -2.016 -1.050
C -0.020 -1.281 0.226
H 0.388 2.211 -0.164
H -0.607 -1.012 -2.849
H -1.513 -2.182 -1.083
H 0.085 -2.951 -1.230
H -0.727 -1.376 1.070
H 0.974 -1.566 0.598
*
```

=====

(B)
Density functional theory data (ωB97M-V/def2-TZVPD) for one molecule with the formula C4H6N2S.

As for the structure (SMILES): C1=NN=CSCC1. The calculation puts the orbital gap at 10.0 eV. As for the LUMO energy: 0.67 eV.

Structure (ORCA input):
```
! wB97M-V def2-TZVPD RIJCOSX def2/J DEFGRID3
* xyz 0 1
C -1.266 0.159 -0.769
N -1.310 -1.101 -0.787
N -0.702 -1.823 0.229
C 0.555 -1.735 0.268
S 1.591 -0.683 -0.740
C 1.026 0.812 0.095
C -0.492 0.908 0.240
H -1.653 0.731 -1.619
H 0.993 -2.336 1.082
H 1.414 1.640 -0.553
H 1.436 0.892 1.098
H -0.805 0.540 1.272
H -0.787 1.997 0.185
*
```

=====

Which of them is the most stable? Correct choice: (A).

=====

(A)
Density functional theory data (ωB97M-V/def2-TZVPD) for a 2-piece molecular cluster, C3HNO2 overall.

The calculation puts the orbital gap at 8.8 eV. As for the LUMO energy: -1.10 eV.

Structure (ORCA input):
```
! wB97M-V def2-TZVPD RIJCOSX def2/J DEFGRID3
* xyz 0 1
O -1.817 -1.915 -0.652
C -1.719 -0.817 -0.390
C 0.381 0.160 0.078
O -0.320 1.222 0.239
C 1.788 0.318 0.285
N 2.937 0.154 0.389
H -1.250 0.878 0.051
*
```

=====

(B)
Density functional theory data (ωB97M-V/def2-TZVPD) for one molecule with the formula C3HNO2.

As for the structure (SMILES): N#CC(=O)C=O. The calculation puts the orbital gap at 9.4 eV. As for the LUMO energy: -1.84 eV.

Structure (ORCA input):
```
! wB97M-V def2-TZVPD RIJCOSX def2/J DEFGRID3
* xyz 0 1
N 2.521 -0.526 0.165
C 1.460 -0.094 0.009
C 0.139 0.542 -0.139
O 0.020 1.701 -0.444
C -1.090 -0.336 0.095
O -1.044 -1.534 0.018
H -2.007 0.247 0.296
*
```

=====

Which of them is the most stable? Correct choice: (B).

=====

(A)
Density functional theory data (ωB97M-V/def2-TZVPD) for one molecule with the formula C19H24N4O3.

As for the structure (SMILES): CC[C@@H](O)CC(C(=O)NNc1ccccc1)C(=O)NNc1ccccc1. The calculation puts the orbital gap at 8.4 eV. As for the LUMO energy: 0.59 eV.

Structure (ORCA input):
```
! wB97M-V def2-TZVPD RIJCOSX def2/J DEFGRID3
* xyz 0 1
C 2.342 0.505 -3.802
C 0.948 0.992 -3.429
C 0.820 1.379 -1.947
O -0.370 2.107 -1.718
C 0.747 0.150 -1.037
C 1.083 0.496 0.422
C 0.261 1.700 0.901
O 0.776 2.773 1.152
N -1.046 1.446 1.049
N -1.913 2.415 1.556
C -2.898 2.938 0.716
C -3.346 2.251 -0.409
C -4.395 2.755 -1.154
C -5.015 3.938 -0.791
C -4.570 4.624 0.328
C -3.519 4.133 1.076
C 0.791 -0.710 1.291
O -0.319 -1.194 1.415
N 1.863 -1.217 1.941
N 1.755 -2.322 2.788
C 1.880 -3.595 2.218
C 1.354 -4.694 2.894
C 1.542 -5.969 2.399
C 2.249 -6.169 1.225
C 2.769 -5.079 0.549
C 2.592 -3.798 1.040
H 3.087 1.259 -3.558
H 2.596 -0.411 -3.276
H 2.393 0.306 -4.870
H 0.205 0.226 -3.658
H 0.708 1.873 -4.029
H 1.691 1.990 -1.662
H -0.307 2.974 -2.130
H 1.440 -0.616 -1.386
H -0.267 -0.248 -1.092
H 2.135 0.786 0.494
H -1.393 0.493 1.010
H -1.378 3.127 2.049
H -2.855 1.340 -0.713
H -4.729 2.218 -2.030
H -5.836 4.325 -1.375
H -5.043 5.552 0.616
H -3.169 4.672 1.945
H 2.773 -0.783 1.898
H 0.940 -2.242 3.391
H 0.796 -4.538 3.805
H 1.128 -6.813 2.931
H 2.390 -7.166 0.838
H 3.318 -5.223 -0.370
H 2.997 -2.954 0.502
*
```

=====

(B)
Density functional theory data (ωB97M-V/def2-TZVPD) for one molecule with the formula C19H24N4O3.

As for the structure (SMILES): [H]/N=c1/[nH]cc(C(=O)N2C[C@H](C)[C@H](NC(=O)CCc3cccc(C)c3)C2)o1. The calculation puts the orbital gap at 8.9 eV. As for the LUMO energy: 0.58 eV.

Structure (ORCA input):
```
! wB97M-V def2-TZVPD RIJCOSX def2/J DEFGRID3
* xyz 0 1
H -4.486 4.200 7.131
N -5.105 4.775 6.570
C -5.163 4.361 5.380
N -5.909 4.905 4.358
C -5.718 4.180 3.201
C -4.858 3.200 3.487
C -4.393 2.132 2.582
O -4.939 2.010 1.493
N -3.392 1.315 2.979
C -2.441 1.508 4.081
C -1.174 0.818 3.573
C -0.355 1.755 2.689
C -1.772 -0.370 2.806
N -0.839 -1.037 1.932
C -1.077 -2.301 1.464
O -1.973 -3.001 1.891
C -0.154 -2.714 0.338
C -0.535 -1.964 -0.962
C 0.361 -0.781 -1.234
C 1.695 -0.963 -1.587
C 2.521 0.133 -1.779
C 2.030 1.421 -1.614
C 0.701 1.630 -1.263
C 0.164 3.021 -1.064
C -0.117 0.517 -1.084
C -2.976 0.243 2.082
O -4.501 3.289 4.833
H -6.499 5.705 4.491
H -6.205 4.393 2.267
H -2.278 2.565 4.280
H -2.808 1.039 4.997
H -0.563 0.472 4.408
H -0.936 2.108 1.833
H -0.041 2.629 3.260
H 0.552 1.278 2.310
H -2.129 -1.113 3.520
H -0.203 -0.464 1.397
H -0.280 -3.788 0.214
H 0.887 -2.517 0.597
H -1.578 -1.645 -0.919
H -0.460 -2.661 -1.799
H 2.087 -1.966 -1.715
H 3.556 -0.015 -2.061
H 2.684 2.271 -1.766
H -0.926 3.026 -1.043
H 0.518 3.443 -0.120
H 0.492 3.688 -1.862
H -1.162 0.667 -0.829
H -2.688 0.647 1.106
H -3.779 -0.474 1.917
*
```

=====

Which of them is the most stable? Correct choice: (B).

=====

(A)
Density functional theory data (ωB97M-V/def2-TZVPD) for a 2-piece molecular cluster, C9H8ClNO overall.

The calculation puts the orbital gap (alpha / beta) at 8.5 / 8.2 eV. As for the LUMO energy (alpha / beta): -0.59 / -0.98 eV.

Structure (ORCA input):
```
! wB97M-V def2-TZVPD RIJCOSX def2/J DEFGRID3
* xyz 0 1
C 1.001 1.752 1.671
C -0.350 -0.922 -3.250
C -1.377 -0.191 -2.785
C 0.806 -1.007 -2.473
C -1.302 0.453 -1.525
C 0.954 -0.310 -1.263
C -0.205 0.316 -0.757
C 0.373 -0.447 3.553
C -0.126 0.852 1.736
N 1.942 2.396 1.674
O 0.031 -0.441 2.248
Cl -1.739 1.519 1.931
H -0.411 -1.500 -4.125
H -2.352 0.000 -3.426
H 1.723 -1.547 -2.801
H -2.218 0.973 -1.224
H 1.856 -0.657 -0.905
H 0.447 -1.416 3.843
H -0.407 0.091 4.151
H 1.354 0.085 3.725
*
```

=====

(B)
Density functional theory data (ωB97M-V/def2-TZVPD) for one molecule with the formula C9H8ClNO.

As for the structure (SMILES): C=C(Cl)c1ccccc1NC=O. The calculation puts the orbital gap at 9.1 eV. As for the LUMO energy: 0.23 eV.

Structure (ORCA input):
```
! wB97M-V def2-TZVPD RIJCOSX def2/J DEFGRID3
* xyz 0 1
C -2.526 -0.445 0.939
C -1.878 -0.975 -0.085
Cl -2.273 -2.551 -0.760
C -0.560 -0.531 -0.493
C 0.458 -1.523 -0.642
C 1.770 -1.127 -0.888
C 2.026 0.263 -1.021
C 0.982 1.166 -0.835
C -0.353 0.806 -0.677
N -1.393 1.718 -0.653
C -1.567 2.742 0.256
O -2.654 3.127 0.606
H -3.531 -0.783 1.204
H -2.255 0.617 1.216
H 0.158 -2.556 -0.550
H 2.553 -1.906 -0.658
H 3.033 0.466 -1.308
H 1.381 2.139 -0.987
H -2.351 1.148 -0.839
H -0.673 3.217 0.541
*
```

=====

Which of them is the most stable? Correct choice: (B).